Entry 1:
DFT (ωB97M-V/def2-TZVPD) results for C8H16GdO5 as an isolated structure.

Structure (ORCA input):
```
! wB97M-V def2-TZVPD RIJCOSX def2/J DEFGRID3
* xyz 2 9
C -2.490 1.897 -1.716
H -2.990 2.870 -1.663
H -1.578 2.085 -2.288
H -3.210 1.162 -2.097
O 1.379 1.800 -0.587
C 2.739 1.640 -0.353
C 3.139 0.169 -0.433
O 2.186 -0.568 0.344
C 2.122 -1.962 0.094
C 0.779 -2.450 0.580
O -0.215 -1.593 0.011
C -1.547 -2.079 0.149
Gd 0.221 0.582 0.257
H 3.037 2.030 0.644
H 3.361 2.181 -1.094
H 4.155 -0.017 -0.053
H 3.068 -0.181 -1.477
H 2.934 -2.492 0.610
H 2.207 -2.133 -0.990
H 0.704 -2.419 1.679
H 0.615 -3.483 0.247
H -2.199 -1.418 -0.430
H -1.613 -3.095 -0.260
H -1.844 -2.086 1.208
O -2.100 1.445 -0.369
C -2.857 1.720 0.677
C -2.252 1.482 1.937
O -1.092 1.016 2.001
H -3.829 2.191 0.524
H -2.828 1.705 2.846
*
```

For the LUMO energy (spin up / spin down), the calculation gives -8.418 / -9.247 eV. The calculation puts the HOMO energy (spin up / spin down) at -16.8 / -17.6 eV. As for the energy above the lowest of the compared OMol25 structures with the same formula, charge and spin: 0.00 kcal/mol. The expectation value of S² is 20.11.

In the Mulliken picture, each atom carries the following charge in e: C -0.768; H 0.360; H 0.308; H 0.329; O -0.502; C -0.563; C -0.470; O -0.250; C -0.516; C -0.584; O -0.277; C -0.760; Gd 1.572; H 0.337; H 0.373; H 0.362; H 0.406; H 0.362; H 0.374; H 0.359; H 0.490; H 0.224; H 0.370; H 0.364; O -0.152; C -0.063; C 0.013; O -0.607; H 0.466; H 0.446



Entry 2:
DFT (ωB97M-V/def2-TZVPD) results for C37H45Cl2CuO6PSSb as an isolated structure.

Structure (ORCA input):
```
! wB97M-V def2-TZVPD RIJCOSX def2/J DEFGRID3
* xyz -1 2
Cu 0.788 0.364 0.056
O -1.638 -2.044 -0.958
S -0.380 -1.331 -0.902
O 0.456 -1.732 0.213
O -0.557 0.089 -1.090
C 0.517 -1.882 -2.384
C -0.114 -2.500 -3.448
C 0.628 -2.921 -4.541
C 2.005 -2.744 -4.564
C 2.635 -2.115 -3.509
C 1.887 -1.674 -2.420
P 2.626 -0.646 -1.120
C 3.819 -1.733 -0.304
C 4.709 -1.139 0.600
C 5.589 -1.918 1.325
C 5.575 -3.299 1.187
C 4.658 -3.895 0.332
C 3.779 -3.124 -0.408
C 3.589 0.478 -2.165
C 2.784 1.235 -3.023
C 3.324 2.271 -3.751
C 4.675 2.571 -3.630
C 5.485 1.796 -2.815
C 4.950 0.745 -2.089
H -1.182 -2.643 -3.407
H 0.145 -3.387 -5.386
H 2.585 -3.097 -5.407
H 3.705 -1.957 -3.520
H 4.682 -0.065 0.737
H 6.294 -1.455 2.002
H 6.269 -3.907 1.752
H 4.635 -4.973 0.239
H 3.056 -3.599 -1.058
H 1.722 1.023 -3.059
H 2.692 2.871 -4.392
H 5.090 3.417 -4.158
H 6.538 2.028 -2.734
H 5.589 0.144 -1.459
C -5.643 2.048 0.899
C -5.685 0.537 1.063
C -7.085 0.037 0.752
Sb -3.807 -0.300 0.032
C -4.501 -1.070 -1.951
C -5.962 -0.830 -2.284
C -3.601 -0.426 -2.991
C -3.880 -2.287 1.054
C -5.263 -2.892 1.229
C -3.159 -2.175 2.389
H -6.386 2.530 1.540
H -5.856 2.323 -0.133
H -4.661 2.434 1.158
H -5.465 0.302 2.110
H -7.442 0.436 -0.193
H -7.780 0.372 1.527
H -7.141 -1.044 0.704
H -4.289 -2.141 -1.914
H -6.208 0.228 -2.205
H -6.617 -1.379 -1.612
H -6.174 -1.146 -3.310
H -3.758 0.650 -3.021
H -3.799 -0.826 -3.989
H -2.560 -0.602 -2.738
H -3.283 -2.914 0.392
H -5.854 -2.310 1.936
H -5.188 -3.911 1.618
H -5.785 -2.938 0.274
H -3.609 -1.406 3.021
H -2.110 -1.922 2.229
H -3.203 -3.121 2.935
C 1.892 4.965 2.952
C 2.002 3.610 3.587
C 1.219 3.321 4.698
C 1.331 2.101 5.335
Cl 0.375 1.794 6.742
C 2.202 1.130 4.874
C 2.966 1.403 3.757
C 2.882 2.632 3.110
O 3.765 2.879 2.078
C 3.218 3.068 0.790
C 2.157 2.034 0.403
O 1.548 2.263 -0.643
O 2.029 1.036 1.124
H 1.550 5.700 3.680
H 1.177 4.930 2.128
H 2.859 5.280 2.561
H 0.523 4.064 5.064
H 2.272 0.175 5.373
H 3.620 0.650 3.353
H 4.056 2.965 0.093
H 2.779 4.060 0.639
Cl -1.792 2.254 1.135
C -0.756 0.925 1.609
H -1.408 0.053 1.719
H -0.320 1.193 2.574
*
```

For the LUMO energy (spin up / spin down), the calculation gives 2.443 / 2.438 eV. The calculation puts the HOMO energy (spin up / spin down) at -4.0 / -4.4 eV. As for the energy above the lowest of the compared OMol25 structures with the same formula, charge and spin: 69.55 kcal/mol. The expectation value of S² is 0.76.

In the Mulliken picture, each atom carries the following charge in e: Cu -0.809; O -0.567; S 2.254; O -0.750; O -0.349; C 0.092; C -0.496; C -0.826; C -0.846; C -0.315; C -0.509; P 2.234; C 0.286; C -0.536; C -0.882; C -0.605; C -0.740; C -0.737; C 0.429; C -0.785; C -0.628; C -0.645; C -0.605; C -0.229; H 0.547; H 0.414; H 0.396; H 0.486; H 0.564; H 0.435; H 0.379; H 0.398; H 0.418; H 0.320; H 0.423; H 0.370; H 0.429; H 0.473; C -1.401; C 0.461; C -1.569; Sb 0.358; C 0.330; C -1.425; C -1.244; C 0.584; C -1.550; C -1.226; H 0.409; H 0.293; H 0.222; H 0.264; H 0.340; H 0.382; H 0.275; H 0.384; H 0.214; H 0.268; H 0.455; H 0.350; H 0.449; H 0.147; H 0.291; H 0.266; H 0.481; H 0.303; H 0.247; H 0.208; H 0.407; C -1.755; C 1.420; C -0.893; C 0.432; Cl -0.267; C -0.941; C -0.380; C 0.307; O -0.585; C -1.205; C 2.406; O -0.752; O -0.694; H 0.509; H 0.290; H 0.356; H 0.388; H 0.414; H 0.457; H 0.278; H 0.273; Cl -0.375; C 0.615; H -0.944; H 0.183



Entry 3:
DFT (ωB97M-V/def2-TZVPD) results for a 2-piece molecular cluster, C2H7OS overall.

Structure (ORCA input):
```
! wB97M-V def2-TZVPD RIJCOSX def2/J DEFGRID3
* xyz -1 1
S -1.665 0.827 -0.948
H -2.973 1.060 -0.627
C 1.647 -0.393 0.551
O 1.043 -1.149 -0.524
C 0.829 -0.193 1.711
H 1.955 0.538 0.151
H 2.603 -0.830 0.814
H 0.236 -0.683 -0.668
H -0.215 0.296 1.401
H 1.205 0.370 2.673
H 0.626 -1.270 2.046
*
```

For the LUMO energy, the calculation gives 4.068 eV. The calculation puts the HOMO energy at -2.9 eV. As for the energy above the lowest of the compared OMol25 structures with the same formula, charge and spin: 19.11 kcal/mol.

In the natural (NBO) picture, each atom carries the following charge in e: S -1.073; H 0.104; C -0.081; O -0.741; C -0.667; H 0.150; H 0.146; H 0.500; H 0.272; H 0.199; H 0.190



Entry 4:
DFT (ωB97M-V/def2-TZVPD) results for a 2-piece molecular cluster, C3H6F2N overall.

Structure (ORCA input):
```
! wB97M-V def2-TZVPD RIJCOSX def2/J DEFGRID3
* xyz 1 1
C -0.798 -0.067 -0.719
C -1.584 -0.701 0.402
C -1.520 0.762 0.212
N 0.683 -0.102 -0.428
F -2.589 -1.353 -0.136
F -2.486 1.541 -0.053
H -1.108 -0.327 -1.708
H -1.072 -1.261 1.284
H -0.552 1.542 1.417
H 0.593 0.135 0.629
H 1.287 0.461 -1.039
H 1.074 -1.055 -0.611
*
```

For the LUMO energy, the calculation gives -4.719 eV. The calculation puts the HOMO energy at -15.3 eV. As for the energy above the lowest of the compared OMol25 structures with the same formula, charge and spin: 65.23 kcal/mol.

In the natural (NBO) picture, each atom carries the following charge in e: C -0.199; C 0.135; C 0.313; N -0.696; F -0.287; F -0.257; H 0.286; H 0.214; H 0.105; H 0.473; H 0.460; H 0.453



Entry 5:
DFT (ωB97M-V/def2-TZVPD) results for one molecule with the formula C13H16Cl3NO5S.

Structure (ORCA input):
```
! wB97M-V def2-TZVPD RIJCOSX def2/J DEFGRID3
* xyz 0 1
C -0.764 -3.418 -0.907
C 0.489 -2.635 -0.657
O 1.078 -1.991 -1.494
O 0.897 -2.750 0.606
C 2.100 -2.091 1.006
C 1.818 -0.737 1.675
C 2.145 0.479 0.793
N 1.316 0.544 -0.397
S -0.213 1.033 -0.242
O -0.743 1.313 -1.526
O -0.315 2.000 0.799
O -0.955 -0.337 0.323
C -2.110 -0.164 1.089
C -3.306 0.270 0.235
Cl -3.254 2.008 -0.104
Cl -3.302 -0.621 -1.288
Cl -4.793 -0.100 1.126
C 3.601 0.590 0.381
C 3.924 1.397 -0.707
C 5.237 1.549 -1.112
C 6.254 0.900 -0.432
C 5.945 0.103 0.655
C 4.629 -0.051 1.060
H -1.584 -2.716 -1.043
H -0.657 -3.990 -1.825
H -0.977 -4.073 -0.068
H 2.566 -2.781 1.713
H 2.751 -1.968 0.134
H 2.377 -0.656 2.606
H 0.757 -0.699 1.926
H 1.872 1.379 1.359
H 1.404 -0.245 -1.034
H -2.327 -1.134 1.548
H -1.934 0.594 1.863
H 3.128 1.901 -1.232
H 5.466 2.177 -1.959
H 7.280 1.016 -0.747
H 6.730 -0.404 1.195
H 4.421 -0.677 1.914
*
```

For the LUMO energy, the calculation gives 0.532 eV. The calculation puts the HOMO energy at -9.5 eV. Its SMILES is CC(=O)OCC[C@H](NS(=O)(=O)OCC(Cl)(Cl)Cl)c1ccccc1. As for the energy above the lowest of the compared OMol25 structures with the same formula, charge and spin: 4.17 kcal/mol.

In the natural (NBO) picture, each atom carries the following charge in e: C -0.723; C 0.834; O -0.644; O -0.504; C -0.097; C -0.449; C -0.099; N -0.893; S 2.512; O -0.904; O -0.944; O -0.728; C -0.145; C -0.129; Cl 0.049; Cl 0.036; Cl 0.024; C 0.045; C -0.220; C -0.201; C -0.211; C -0.206; C -0.240; H 0.257; H 0.244; H 0.231; H 0.202; H 0.212; H 0.221; H 0.237; H 0.246; H 0.453; H 0.224; H 0.232; H 0.229; H 0.216; H 0.215; H 0.214; H 0.205